No. 1
A molecular structure, C46H37N10PS2W in a non-equilibrium geometry. Source: the Open Molecules 2025 dataset; level of theory: ωB97M-V with the def2-TZVPD basis set.

Total energy: -95981.396 eV
Highest occupied orbital energy: -0.4552 hartree
Energy relative to the best compared isomer or geometry (same formula, charge and spin): 0.0 kJ/mol
Spin multiplicity: 1
Charge: +2

The geometry in XYZ format:
```
97
C46H37N10PS2W ωB97M-V with the def2-TZVPD basis set
W 0.336 -0.937 -0.589
S -1.013 0.604 0.826
S 1.579 1.894 2.703
P -0.357 1.772 2.472
N 0.554 -1.440 -2.550
N -1.653 -0.925 -1.430
N -1.016 0.010 -3.552
N 2.768 -0.957 -0.750
N 2.891 -1.409 2.829
N 2.465 2.074 -2.814
N 0.431 -3.087 -0.471
N 1.046 1.030 -1.474
N 1.185 -1.257 1.434
N 1.929 -3.353 -2.354
C -3.339 0.179 4.778
C -2.193 5.798 1.275
C -0.801 2.790 -1.653
C -3.974 -0.841 -0.833
C 1.370 -5.561 0.456
C -0.985 5.381 0.731
C 0.281 -4.937 1.063
C -0.173 4.652 -3.089
C -0.818 1.286 5.162
C 2.413 -2.772 -5.410
C -0.151 -3.738 0.562
C 1.914 -4.978 -0.663
C 1.645 -2.124 -4.461
C -2.598 0.598 3.685
C -1.329 1.145 3.878
C 1.345 2.887 -2.754
C -2.319 3.779 2.576
C -0.587 -2.008 3.110
C 2.341 -2.314 -6.720
C 1.636 -2.202 4.874
C -2.823 0.313 6.062
C -2.856 5.000 2.195
C -3.186 0.406 -2.708
C 0.702 -0.627 -6.124
C -2.695 -1.297 -0.653
C 2.478 -1.061 1.608
C 3.285 -0.440 0.532
C 0.355 -2.498 5.296
C 2.236 0.997 -2.051
C 1.780 -1.815 3.550
C -1.568 0.870 6.252
C -4.212 0.076 -1.856
C -0.735 -2.402 4.424
C -1.911 -0.148 -2.528
C -1.090 3.997 -2.257
C 1.429 -2.379 -3.038
C -0.440 4.165 1.106
C 1.501 -1.259 -7.069
C 0.046 -0.712 -3.610
C 0.794 -1.064 -4.815
C 0.700 -1.714 2.665
C 0.446 2.225 -1.908
C 1.417 -3.760 -1.151
C 1.067 4.109 -3.352
C 3.204 -0.126 -1.881
C -1.109 3.364 2.027
H 2.696 -5.448 -1.242
H 1.458 -0.938 -8.102
H -3.794 5.328 2.622
H -1.175 0.984 7.254
H -3.409 -0.008 6.913
H -0.441 5.605 -3.523
H 2.482 -2.249 5.547
H -3.004 0.508 2.686
H 3.229 -0.731 -2.789
H 3.037 -3.614 -5.139
H 0.163 1.724 5.303
H -0.465 6.009 0.019
H -2.463 -1.985 0.146
H 0.189 -2.787 6.325
H -1.451 -1.892 2.472
H -2.614 6.752 0.986
H -0.227 -5.381 1.907
H -4.763 -1.166 -0.171
H 0.018 0.167 -6.393
H 3.815 -1.273 3.206
H -1.726 -2.616 4.801
H 1.747 -6.503 0.829
H -2.052 4.456 -2.073
H -3.327 1.066 -3.551
H 4.353 -0.628 0.657
H 0.512 3.837 0.705
H 4.213 0.264 -1.719
H -4.324 -0.244 4.629
H 2.935 -2.791 -7.487
H -5.201 0.490 -1.997
H -1.025 -3.267 0.985
H -1.515 2.309 -1.005
H 3.112 0.640 0.574
H 3.291 2.256 -3.361
H -2.835 3.160 3.296
H 1.792 4.607 -3.983
H 3.130 -1.897 -0.887
```

Here are the Löwdin charges for atoms 1 to 2, given in e: number 1, W, carries 1.50; number 2, S, carries 0.46

=====

No. 2
A molecular structure, C7H9NO in a non-equilibrium geometry. Source: the Open Molecules 2025 dataset; level of theory: ωB97M-V with the def2-TZVPD basis set.

Total energy: -10939.531 eV
Highest occupied orbital energy: -0.3556 hartree
Energy relative to the best compared isomer or geometry (same formula, charge and spin): 316.8 kJ/mol
Spin multiplicity: 1

The geometry in XYZ format:
```
18
C7H9NO ωB97M-V with the def2-TZVPD basis set
O -1.526 -1.655 -0.387
N 0.776 0.907 -1.205
C -2.471 -0.809 0.051
C 1.613 0.509 1.426
C 2.112 1.651 0.718
C 0.316 -0.074 -0.456
C 0.667 -0.366 0.791
C -0.616 -0.997 -1.217
C 1.626 1.757 -0.600
H 0.282 -1.273 1.193
H 2.105 2.527 -1.152
H 0.039 -1.970 -1.674
H -3.263 -0.468 -0.698
H -2.169 0.095 0.691
H -1.037 -0.619 -2.151
H 2.861 2.181 1.216
H 1.848 0.309 2.617
H -3.163 -1.705 0.836
```

Here are the Löwdin charges for atoms 1 to 2, given in e: number 1, O, carries -0.23; number 2, N, carries 0.12

=====

No. 3
A molecular structure, C32H18Cl5N5O7Pt. Source: the Open Molecules 2025 dataset; level of theory: ωB97M-V with the def2-TZVPD basis set.

Total energy: -121102.052 eV
Highest occupied orbital energy: -0.4845 hartree
Energy relative to the best compared isomer or geometry (same formula, charge and spin): 0.0 kJ/mol
Spin multiplicity: 1
Charge: +2

The geometry in XYZ format:
```
68
C32H18Cl5N5O7Pt ωB97M-V with the def2-TZVPD basis set
Pt -0.473 -0.658 0.332
Cl -3.184 -1.641 -1.462
Cl -1.445 -5.804 2.805
Cl 0.207 -3.322 2.580
Cl -4.725 -4.166 -1.081
Cl -3.924 -6.268 1.027
O 2.081 3.555 -5.047
O 1.114 2.483 -6.844
O -3.149 5.074 1.410
O 4.024 0.661 5.422
O 5.380 -0.945 4.930
O -0.539 -0.719 -1.682
O 0.485 0.973 -0.798
N -2.123 0.563 0.712
N 1.356 -1.510 0.194
N -1.548 4.708 -0.157
N 4.391 -0.282 4.753
N 0.116 -0.356 2.261
C -0.220 0.261 -4.292
C 0.776 1.849 -5.715
C 1.875 -2.190 -0.815
C 3.214 -2.590 -0.800
C -2.527 4.325 0.696
C -3.012 -4.839 0.860
C 0.359 0.902 -3.195
C -0.589 0.040 3.304
C 3.552 -0.628 3.579
C -0.018 0.731 -5.584
C -1.900 -4.617 1.662
C 1.172 2.050 -3.344
C 1.969 3.580 -6.475
C -2.829 2.844 0.747
C -4.128 2.442 1.038
C 2.111 -1.199 1.279
C 1.359 2.493 -4.618
C 1.458 -0.570 2.386
C -3.374 0.181 1.011
C -4.397 1.094 1.179
C -2.618 -2.705 -0.220
C -3.365 -3.882 -0.085
C 4.005 -2.270 0.275
C -1.169 -3.432 1.537
C -1.853 1.884 0.605
C 0.108 0.395 -1.871
C 2.142 -0.318 3.574
C -1.520 -2.428 0.623
C 4.175 -1.228 2.548
C 0.019 0.279 4.537
C 1.375 0.123 4.676
C 3.449 -1.562 1.359
H -1.651 0.178 3.164
H -5.384 0.737 1.434
H -0.592 0.594 5.370
H -0.823 2.160 0.430
H 5.045 -2.570 0.306
H 3.603 -3.145 -1.641
H -3.535 -0.870 1.181
H -0.842 -0.609 -4.130
H 1.216 -2.408 -1.645
H 2.950 3.435 -6.923
H 1.628 2.537 -2.494
H -1.154 4.090 -0.843
H -1.338 5.692 -0.216
H 1.852 0.322 5.623
H 1.507 4.514 -6.791
H -0.460 0.253 -6.445
H -4.893 3.195 1.178
H 5.227 -1.469 2.630
```

Here are the Löwdin charges for atoms 1 to 2, given in e: number 1, Pt, carries 1.56; number 2, Cl, carries 0.77